C15H9N3S5Tl | wB97M-V/def2-TZVPD

The geometry in ORCA input format:
```
! RIJCOSX wB97M-V def2-TZVPD def2/J DEFGRID3
* xyz -1 1
Tl 0.323 -5.463 1.485
S -5.006 -7.710 6.170
C -3.843 -7.278 5.118
S -3.666 -5.598 4.667
C -2.280 -5.847 3.540
C -1.821 -7.134 3.456
S -0.593 -7.863 2.467
S -2.688 -8.341 4.436
S -1.802 -4.376 2.802
N -0.026 3.098 -1.012
C 0.518 4.171 -1.741
C 0.075 5.458 -1.973
C 0.862 6.450 -2.548
C 2.098 6.055 -3.018
C 2.459 4.735 -2.933
C 1.744 3.791 -2.368
N 1.921 2.425 -2.160
C 0.872 2.115 -1.439
C 0.682 0.756 -0.961
C -0.437 0.314 -0.216
C -0.454 -0.969 0.396
N 0.384 -1.995 0.273
C 1.384 -1.487 -0.545
C 1.601 -0.183 -1.119
H -0.444 2.989 -0.135
H -0.550 5.865 -1.211
H 0.634 7.515 -2.569
H 2.716 6.618 -3.695
H 3.234 4.182 -3.524
H -0.968 1.121 0.226
H -1.232 -1.202 1.101
H 2.175 -2.185 -0.917
H 2.128 -0.028 -2.055
*
```

HOMO energy   -3.57 eV
LUMO energy   1.23 eV
HOMO-LUMO gap   4.79 eV
ΔE to the lowest compared entry with this formula, charge and spin   0.000 eV